{"formula": "C22H15F7O2S", "method": "wB97M-V/def2-TZVPD", "total_energy_ev": -57005.2662, "homo_ev": -6.08, "gap_ev": 2.51, "e_above_lowest_kj_mol": 36.4, "symbols": ["F", "C", "C", "C", "F", "C", "C", "C", "C", "C", "C", "F", "C", "C", "F", "C", "C", "H", "H", "H", "H", "H", "H", "H", "C", "C", "C", "C", "C", "C", "S", "C", "F", "F", "F", "O", "O", "C", "C", "H", "H", "H", "H", "H", "H", "H", "H"], "coordinates": [[4.495, -1.690, 2.905], [4.327, -0.887, 1.798], [5.094, 0.272, 1.716], [4.875, 1.074, 0.593], [5.621, 2.224, 0.464], [3.935, 0.779, -0.370], [3.139, -0.411, -0.267], [2.200, -0.637, -1.301], [1.307, -1.703, -1.563], [0.628, -1.673, -2.830], [-0.258, -2.674, -3.169], [-0.908, -2.605, -4.382], [-0.537, -3.762, -2.335], [0.123, -3.777, -1.107], [-0.132, -4.832, -0.255], [1.013, -2.795, -0.691], [3.381, -1.261, 0.853], [5.817, 0.540, 2.479], [3.775, 1.451, -1.213], [2.202, 0.137, -2.070], [0.830, -0.852, -3.519], [-1.231, -4.544, -2.626], [1.466, -2.869, 0.290], [2.829, -2.182, 0.989], [-5.670, 1.028, -1.730], [-4.513, 1.089, -0.785], [-4.370, 0.131, 0.229], [-3.294, 0.173, 1.098], [-2.284, 1.188, 0.969], [-1.166, 1.193, 1.814], [0.079, 2.386, 1.696], [1.154, 1.883, 3.145], [2.224, 2.700, 3.184], [0.470, 1.975, 4.308], [1.585, 0.600, 3.001], [0.896, 2.185, 0.517], [-0.375, 3.718, 2.031], [-2.466, 2.177, -0.050], [-3.552, 2.104, -0.900], [-5.615, 1.862, -2.431], [-5.673, 0.097, -2.308], [-6.629, 1.087, -1.203], [-5.120, -0.656, 0.326], [-3.172, -0.561, 1.901], [-1.070, 0.482, 2.629], [-1.744, 2.991, -0.142], [-3.684, 2.844, -1.688]], "atomic_forces_ev_per_a": [[-0.1, 0.7, -1.1], [-0.2, -0.5, 0.5], [-0.2, 0.0, -0.4], [0.3, 0.6, 0.0], [-0.7, -1.1, 0.1], [-0.3, -0.3, 0.0], [0.8, 0.3, 0.7], [0.1, 0.2, -0.2], [-0.8, -0.7, -0.4], [0.1, 0.0, 0.4], [-0.3, 0.1, -0.5], [0.7, -0.1, 1.2], [0.2, 0.4, 0.1], [0.0, -0.4, 0.5], [0.3, 1.1, -0.8], [-0.1, 0.0, -0.3], [0.1, 0.3, 0.0], [-0.1, -0.1, -0.1], [0.1, -0.1, 0.3], [0.0, -0.2, 0.2], [-0.2, -0.3, 0.1], [0.1, 0.1, 0.1], [-0.4, -0.2, -0.3], [0.4, 0.3, 0.2], [-0.1, 0.1, -0.2], [0.2, 0.0, 0.1], [0.3, 0.0, 0.3], [0.3, 0.3, -0.1], [-0.4, 0.2, -0.4], [0.2, 0.0, 0.2], [-0.2, -0.1, 0.4], [0.2, -0.3, 0.2], [-0.7, -0.6, 0.1], [0.6, -0.1, -0.9], [-0.3, 1.0, 0.2], [-0.2, 0.2, 0.3], [0.3, -0.6, -0.4], [0.0, -0.3, 0.1], [0.0, -0.1, 0.1], [-0.1, -0.1, 0.0], [0.0, 0.1, 0.1], [0.1, 0.0, 0.0], [0.2, 0.2, 0.0], [-0.1, 0.2, -0.3], [0.1, 0.2, -0.1], [-0.3, -0.3, -0.1], [0.1, -0.1, 0.2]]}

{"formula": "C22H16BeBr2N4O2", "method": "wB97M-V/def2-TZVPD", "total_energy_ev": -173621.1656, "homo_ev": -7.59, "gap_ev": 7.22, "symbols": ["Be", "O", "C", "N", "C", "C", "C", "C", "C", "C", "N", "C", "C", "C", "C", "C", "N", "H", "H", "H", "H", "H", "H", "H", "H", "H", "H", "C", "C", "C", "C", "C", "C", "Br", "C", "C", "Br", "C", "O", "C", "N", "H", "H", "H", "H", "H", "H"], "coordinates": [[11.330, 7.058, 11.331], [14.912, 7.270, 10.126], [13.684, 7.139, 10.261], [12.981, 7.026, 11.395], [13.708, 7.057, 12.631], [12.748, 7.081, 13.790], [13.156, 7.097, 15.131], [12.177, 7.120, 16.119], [10.847, 7.098, 15.718], [10.542, 7.121, 14.374], [11.468, 7.118, 13.428], [12.796, 7.128, 9.058], [13.257, 7.123, 7.732], [12.296, 7.103, 6.721], [10.962, 7.102, 7.066], [10.597, 7.105, 8.408], [11.499, 7.093, 9.377], [14.387, 7.927, 12.641], [14.364, 6.164, 12.729], [14.202, 7.136, 15.399], [12.448, 7.134, 17.177], [10.060, 7.046, 16.476], [9.509, 7.104, 14.016], [14.324, 7.132, 7.548], [12.623, 7.097, 5.687], [10.199, 7.059, 6.290], [9.547, 7.088, 8.719], [11.740, 10.371, 11.428], [10.384, 9.740, 11.384], [9.237, 10.576, 11.355], [7.958, 10.046, 11.360], [7.806, 8.619, 11.384], [6.620, 7.850, 11.376], [4.964, 8.734, 11.406], [6.608, 6.455, 11.388], [7.802, 5.748, 11.402], [7.853, 3.863, 11.395], [9.036, 6.414, 11.376], [10.215, 5.892, 11.364], [9.004, 7.849, 11.380], [10.246, 8.418, 11.385], [11.632, 11.469, 11.399], [12.375, 10.074, 10.567], [12.259, 10.060, 12.359], [9.373, 11.656, 11.372], [7.079, 10.698, 11.359], [5.666, 5.906, 11.402]], "atomic_forces_ev_per_a": [[0.2, -0.3, 0.0], [-0.8, -0.1, 0.2], [1.3, 0.2, 0.2], [0.0, 0.1, -0.2], [0.8, -0.4, 0.0], [0.3, 0.3, 0.0], [-0.5, 0.2, 0.0], [0.4, -0.1, -0.4], [-0.5, 0.0, 0.8], [-0.6, -0.2, 0.1], [0.6, -0.1, 0.2], [-0.2, -0.2, -0.7], [-0.5, 0.1, 0.7], [0.8, 0.1, 0.3], [-0.7, -0.1, -0.2], [-0.4, -0.2, -0.2], [0.4, 0.3, -0.4], [-0.1, -0.2, 0.2], [-0.2, 0.4, 0.0], [0.1, -0.1, -0.1], [-0.1, 0.0, -0.3], [0.2, 0.1, -0.4], [0.2, 0.1, 0.2], [-0.1, 0.0, 0.0], [-0.2, 0.0, 0.0], [0.1, 0.1, 0.3], [0.4, 0.0, -0.2], [0.6, -0.1, 0.0], [-0.6, -0.4, -0.1], [-0.9, -0.3, 0.2], [0.5, -0.4, 0.1], [0.6, -0.4, -0.2], [-0.3, -0.6, 0.1], [-0.5, 0.3, 0.0], [-0.1, 1.0, 0.1], [1.1, 0.0, -0.2], [-0.2, 0.0, 0.0], [-0.1, 0.2, 0.1], [-0.3, -0.6, 0.0], [-0.6, 0.9, 0.0], [-0.3, 1.2, -0.1], [0.2, -0.5, 0.1], [-0.4, 0.0, 0.5], [-0.2, 0.3, -0.5], [0.0, -0.2, -0.1], [0.3, -0.3, 0.0], [0.2, 0.3, 0.0]]}

{"formula": "C22H16CeCl5N4O3S", "method": "wB97M-V/def2-TZVPD", "total_energy_ev": -121555.8908, "s_squared": 0.751, "multiplicity": 2, "homo_ev": [-8.05, -8.29], "gap_ev": [7.53, 7.78], "e_above_lowest_kj_mol": 0.0, "symbols": ["Ce", "O", "C", "C", "C", "C", "C", "C", "C", "O", "N", "N", "C", "C", "C", "C", "C", "C", "C", "O", "H", "H", "H", "H", "H", "H", "H", "H", "H", "H", "Cl", "C", "C", "C", "Cl", "C", "Cl", "C", "Cl", "C", "Cl", "C", "N", "C", "N", "S", "H", "H", "H", "H", "H", "H"], "coordinates": [[0.394, -0.993, -0.685], [-1.799, 4.070, -0.199], [-1.385, 4.059, -1.480], [-1.799, 5.098, -2.311], [-1.379, 5.154, -3.625], [-0.541, 4.171, -4.145], [-0.149, 3.124, -3.337], [-0.561, 3.046, -2.005], [-0.137, 1.871, -1.214], [0.391, 0.863, -1.817], [-0.336, 1.946, 0.092], [0.009, 0.799, 0.800], [0.141, 0.911, 2.071], [0.395, -0.228, 2.929], [0.767, 0.024, 4.259], [1.031, -0.994, 5.143], [0.907, -2.315, 4.709], [0.525, -2.599, 3.416], [0.279, -1.578, 2.478], [-0.072, -1.888, 1.252], [-1.261, 3.383, 0.267], [-2.446, 5.857, -1.891], [-1.703, 5.977, -4.250], [-0.207, 4.224, -5.172], [0.478, 2.328, -3.716], [0.052, 1.897, 2.529], [0.854, 1.056, 4.583], [1.334, -0.783, 6.160], [1.111, -3.128, 5.395], [0.427, -3.622, 3.074], [0.375, -4.277, -2.351], [1.991, -3.621, -2.341], [2.118, -2.383, -1.734], [3.395, -1.848, -1.727], [3.535, -0.306, -0.905], [4.498, -2.463, -2.300], [6.047, -1.714, -2.286], [4.318, -3.717, -2.888], [5.657, -4.529, -3.596], [3.055, -4.316, -2.900], [2.833, -5.872, -3.597], [-3.372, 0.393, 2.148], [-2.965, 0.137, 0.780], [-2.737, -1.069, 0.282], [-2.943, -2.139, 1.059], [-2.332, -1.263, -1.368], [-3.493, 1.464, 2.283], [-2.616, 0.039, 2.855], [-4.324, -0.096, 2.363], [-2.811, 0.915, 0.159], [-2.941, -2.050, 2.063], [-2.610, -3.013, 0.692]], "atomic_forces_ev_per_a": [[0.0, -2.6, -1.3], [0.0, 0.1, 0.0], [0.1, 0.0, -0.1], [-0.1, 0.0, 0.0], [0.0, 0.0, 0.1], [0.1, 0.0, -0.1], [-0.1, 0.0, 0.0], [0.0, -0.1, 0.0], [-0.2, 0.6, 0.4], [0.0, 1.6, -0.4], [-0.1, 0.3, 0.0], [0.3, 1.3, 0.6], [-0.1, -0.1, -0.3], [0.1, -0.3, 0.1], [-0.1, 0.1, 0.0], [0.0, -0.1, 0.1], [0.0, 0.0, 0.0], [0.0, 0.0, -0.2], [-0.1, 0.2, 0.6], [0.1, -0.2, 0.9], [-0.1, -0.1, 0.0], [0.0, 0.0, 0.0], [0.0, 0.0, 0.0], [0.0, 0.0, 0.0], [0.0, 0.0, 0.0], [-0.1, 0.0, 0.0], [0.0, 0.0, 0.0], [0.0, 0.0, 0.0], [0.0, 0.0, 0.0], [0.0, 0.0, 0.0], [-0.2, -0.3, -0.1], [0.1, 0.5, 0.2], [1.3, -0.7, -0.5], [-0.5, -0.5, -0.1], [0.3, 0.3, 0.1], [0.1, 0.0, 0.0], [0.0, 0.0, 0.0], [0.0, 0.0, 0.0], [0.0, 0.0, 0.0], [0.0, 0.1, 0.0], [0.0, 0.0, 0.0], [0.0, -0.1, 0.0], [-0.1, 0.0, 0.2], [-0.5, 0.0, -0.2], [-0.1, 0.1, 0.2], [-0.4, -0.1, -0.1], [0.0, 0.0, 0.0], [0.0, 0.0, 0.0], [0.0, 0.0, 0.0], [0.1, 0.0, -0.1], [0.0, 0.0, 0.0], [0.0, -0.1, 0.0]]}

{"formula": "C22H16Cl3GaN3OS3", "method": "wB97M-V/def2-TZVPD", "total_charge": -1, "total_energy_ev": -152041.4074, "homo_ev": -3.42, "gap_ev": 5.56, "symbols": ["Ga", "Cl", "C", "C", "C", "Cl", "C", "O", "C", "Cl", "C", "H", "H", "C", "C", "C", "C", "C", "C", "C", "C", "N", "H", "H", "H", "H", "H", "H", "H", "H", "H", "S", "C", "S", "C", "N", "N", "C", "C", "C", "C", "C", "C", "S", "H", "H", "H", "H", "H"], "coordinates": [[0.178, -1.213, -1.146], [-0.542, -6.405, -5.762], [-0.061, -5.394, -4.462], [-0.987, -4.469, -3.948], [-0.581, -3.592, -3.016], [-1.744, -2.478, -2.190], [0.709, -3.530, -2.596], [1.201, -2.623, -1.767], [1.610, -4.547, -3.015], [3.143, -4.552, -2.191], [1.196, -5.532, -3.911], [-2.045, -4.582, -4.240], [1.746, -6.399, -4.210], [-1.107, 0.602, 1.684], [-0.041, -0.194, 2.358], [0.543, 0.320, 3.479], [1.433, -0.516, 4.166], [1.822, -1.758, 3.590], [1.285, -2.252, 2.394], [1.770, -3.646, 2.071], [0.363, -1.382, 1.641], [-0.144, -1.752, 0.516], [-1.538, 1.300, 2.451], [-1.958, -0.059, 1.291], [-0.744, 1.215, 0.853], [0.396, 1.364, 3.790], [1.939, -0.090, 5.104], [2.571, -2.374, 4.123], [1.283, -4.369, 2.805], [2.882, -3.665, 2.165], [1.435, -3.976, 1.067], [-3.710, 4.075, -2.321], [-2.294, 3.201, -2.011], [-2.034, 1.832, -3.054], [-0.472, 1.521, -2.195], [-0.278, 2.268, -1.159], [-1.291, 3.256, -1.045], [-0.993, 4.259, -0.042], [0.008, 4.054, 0.974], [0.300, 5.088, 1.861], [-0.338, 6.338, 1.805], [-1.352, 6.517, 0.865], [-1.676, 5.471, -0.035], [0.691, 0.295, -2.759], [0.623, 3.151, 0.936], [0.981, 4.845, 2.693], [0.022, 7.218, 2.406], [-1.857, 7.456, 0.874], [-2.343, 5.704, -0.887]], "atomic_forces_ev_per_a": [[0.2, -0.1, 1.5], [-0.2, -0.5, -0.4], [-0.9, 0.8, 0.8], [-1.1, -1.9, -1.7], [-1.6, 1.3, 0.9], [0.4, -0.9, -0.9], [3.3, 0.8, 1.5], [-0.4, -1.0, -1.4], [-0.6, -0.5, 0.1], [-0.2, -0.3, -0.5], [0.1, 0.9, 0.2], [0.7, 0.4, 0.0], [0.7, 0.0, 0.0], [-1.8, 0.3, 0.4], [-0.5, 0.1, -2.0], [1.1, -0.9, 0.9], [1.5, 0.6, 0.8], [-0.6, 0.9, 0.7], [0.1, 1.4, 0.8], [-0.8, -0.6, -0.4], [1.7, -0.2, 4.2], [-1.2, -0.6, -2.9], [0.2, -0.4, -0.8], [1.2, 0.8, 0.5], [-0.1, -0.2, -0.1], [-0.4, -0.6, 0.1], [-0.6, -0.9, -1.4], [-0.5, 0.3, -0.3], [0.8, 0.7, -0.8], [-0.9, -0.3, -0.1], [0.4, 0.3, 0.4], [1.0, -0.1, 0.6], [-0.4, 0.2, 0.6], [1.7, 0.2, 1.1], [-0.4, 0.1, 0.0], [-0.7, 0.6, -1.2], [0.3, -0.5, -0.6], [0.3, 0.3, 1.0], [-0.6, 0.1, -1.4], [0.0, -0.5, 0.5], [0.1, 0.4, -0.1], [0.9, -1.5, 0.2], [-0.2, 1.0, -0.8], [-0.8, 0.6, 0.4], [-0.5, 0.2, 0.3], [0.0, 0.4, -0.7], [-0.6, -1.2, -0.4], [-0.4, 0.4, -0.5], [0.1, -0.3, 0.9]]}